No. 1
DFT (wB97M-V/def2-TZVPD) results for a structure of composition C17H20IN5O3Sn.

Results
Net charge: 0
Multiplicity: 1
HOMO energy in hartree: -0.272
LUMO energy in eV: 0.5
Calculated total energy in Eh: -1671.35749

Cartesian coordinates (Å):
Sn: 0.7645 0.9218 0.2866
C: -2.1713 3.0897 -2.3976
C: -1.7239 2.0647 -1.3890
O: -0.5788 2.2815 -0.8547
C: -2.5515 1.0087 -1.0717
C: -2.3273 0.0527 -0.0491
C: -3.4676 -0.8687 0.2803
N: -1.1970 -0.0649 0.6149
N: -1.2222 -1.0516 1.6011
C: -0.1205 -1.0881 2.2805
O: 0.8924 -0.3046 2.0700
C: -0.0104 -2.0926 3.3731
C: -1.0644 -2.9568 3.6638
C: -0.9381 -3.8921 4.6764
C: 0.2401 -3.9734 5.4091
C: 1.2896 -3.1135 5.1244
C: 1.1655 -2.1750 4.1095
H: -1.3390 3.3445 -3.0535
H: -3.0148 2.7430 -2.9913
H: -2.4643 3.9992 -1.8688
H: -3.4986 0.9488 -1.5870
H: -4.2892 -0.7171 -0.4154
H: -3.1393 -1.9073 0.2584
H: -3.8110 -0.6837 1.2985
H: -1.9757 -2.8822 3.0867
H: -1.7603 -4.5607 4.8982
H: 0.3378 -4.7062 6.2001
H: 2.2084 -3.1726 5.6939
H: 1.9756 -1.4981 3.8760
I: -1.6455 -2.2206 -4.7902
C: -0.2939 -1.2924 -3.5578
C: 0.7831 -0.5112 -3.9292
N: 1.3613 -0.0819 -2.8007
N: 0.7329 -0.5508 -1.7140
C: -0.2834 -1.2774 -2.1582
H: 1.1583 -0.2359 -4.9001
H: 2.1950 0.5138 -2.7130
H: -0.9565 -1.7562 -1.4666
C: 2.4514 3.6319 -1.9839
C: 3.5850 2.6443 -1.9034
N: 4.6320 3.0074 -1.1357
O: 3.5804 1.5681 -2.4936
H: 2.8300 4.6323 -2.1945
H: 1.9118 3.6574 -1.0362
H: 1.7553 3.3290 -2.7600
H: 4.6199 3.8526 -0.5952
H: 5.3741 2.3442 -0.9906

***

No. 2
DFT (wB97M-V/def2-TZVPD) results for a structure of composition C17H20INO11P2Ru.

Results
Net charge: -1
Multiplicity: 6
HOMO energy (spin up / spin down) in hartree: -0.172 / -0.224
LUMO energy (spin up / spin down) in eV: 2.0 / 2.0
Calculated total energy in Eh: -2617.80468
Expectation value of S²: 8.756

Cartesian coordinates (Å):
Ru: -0.4675 0.2651 -0.3284
N: 1.2935 -2.6258 2.2124
C: 0.1074 -1.9111 2.8999
C: -0.0719 -2.4127 4.3279
P: -1.3188 -2.3132 1.8107
O: -1.0089 -3.9390 1.7863
O: -2.6335 -2.0471 2.4150
O: -0.9425 -1.8084 0.4363
P: 0.7319 -0.1464 2.7944
O: -0.4982 0.8234 3.0690
O: 1.7782 -0.0673 3.8361
O: 1.1421 -0.0976 1.3208
H: 1.0445 -3.5824 1.9625
H: 2.1178 -2.5699 2.8056
H: 1.4839 -2.0537 1.3736
H: -0.1164 -3.5045 4.3651
H: -1.0203 -2.0287 4.7075
H: 0.7337 -2.0422 4.9658
H: -1.8016 -4.3949 1.4570
H: -0.7418 1.3562 2.2884
C: -2.6427 0.7677 -0.0031
H: -2.9489 0.1040 0.8091
H: -3.1108 0.5197 -0.9552
H: -2.7290 1.8210 0.2527
I: 1.9896 8.8723 -1.0501
C: 1.5514 6.8505 -0.7059
C: 2.4261 5.8794 -1.1685
C: 2.1190 4.5427 -0.9538
C: 0.9623 4.1868 -0.2756
C: 0.1021 5.1747 0.1883
C: 0.3879 6.5167 -0.0290
C: 0.6033 2.7389 -0.1060
O: -0.3179 2.4453 0.7156
O: 1.1767 1.8762 -0.8128
H: 3.3299 6.1577 -1.6948
H: 2.7762 3.7614 -1.3158
H: -0.7939 4.8751 0.7186
H: -0.2873 7.2853 0.3225
O: -2.1649 -2.9822 -4.3054
C: -1.0701 -3.0378 -3.5404
C: -0.4857 -4.2830 -3.3014
C: 0.6674 -4.3796 -2.5421
C: 1.2671 -3.2395 -2.0172
C: 0.6806 -2.0069 -2.2475
C: -0.4932 -1.8797 -2.9853
C: -1.1521 -0.5313 -3.1860
O: -2.0982 -0.4519 -3.9901
O: -0.7198 0.4637 -2.4923
H: -2.3506 -2.0030 -4.4013
H: -0.9560 -5.1624 -3.7308
H: 1.1157 -5.3537 -2.3723
H: 2.1864 -3.3148 -1.4445
H: 1.1678 -1.1133 -1.8857

***

No. 3
DFT (wB97M-V/def2-TZVPD) results for an isolated molecule of C17H20N2O3S.

Results
Net charge: 0
Multiplicity: 1
HOMO energy in hartree: -0.281
LUMO energy in eV: 0.4
Calculated total energy in Eh: -1393.21373
SMILES string: COc1ccc(NC(=O)CSCCc2ccccn2)cc1OC

Cartesian coordinates (Å):
C: 2.1818 -4.6185 0.3510
O: 2.6753 -3.2985 0.3614
C: 1.8634 -2.2449 0.6691
C: 2.5401 -1.0681 0.9759
C: 1.8851 0.1067 1.2808
C: 0.4992 0.1160 1.2911
N: -0.2587 1.2609 1.5578
C: 0.1610 2.5149 1.8386
O: 1.3030 2.8672 2.0352
C: -0.9943 3.5104 1.9299
S: -2.2738 3.2669 0.6626
C: -1.4518 3.9783 -0.8035
C: -0.1909 3.2600 -1.2527
C: -0.3248 1.8014 -1.6029
C: -1.5393 1.1487 -1.7815
C: -1.5273 -0.1936 -2.1278
C: -0.3137 -0.8408 -2.2843
C: 0.8427 -0.1021 -2.0816
N: 0.8370 1.1736 -1.7531
C: -0.1984 -1.0513 0.9948
C: 0.4560 -2.2302 0.6711
O: -0.2124 -3.3815 0.3309
C: -1.6163 -3.3881 0.3765
H: 1.5128 -4.7976 -0.4933
H: 3.0645 -5.2511 0.2553
H: 1.6612 -4.8616 1.2802
H: 3.6174 -1.1024 0.9591
H: 2.4360 1.0035 1.5032
H: -1.2563 1.1584 1.4051
H: -0.6101 4.5283 1.8646
H: -1.5026 3.3851 2.8876
H: -2.2186 3.9647 -1.5779
H: -1.2230 5.0167 -0.5591
H: 0.5909 3.3449 -0.4945
H: 0.1881 3.7783 -2.1402
H: -2.4778 1.6645 -1.6535
H: -2.4598 -0.7208 -2.2786
H: -0.2621 -1.8838 -2.5545
H: 1.8213 -0.5515 -2.1828
H: -1.2770 -1.0167 0.9973
H: -1.9903 -3.1727 1.3827
H: -1.9102 -4.3984 0.0942
H: -2.0475 -2.6752 -0.3337

***

No. 4
DFT (wB97M-V/def2-TZVPD) results for a structure of composition C17H20N2O4S in a non-equilibrium geometry.

Results
Net charge: 0
Multiplicity: 1
HOMO energy in hartree: -0.296
LUMO energy in eV: 0.2
Calculated total energy in Eh: -1467.85743

Cartesian coordinates (Å):
C: -0.9855 6.8426 0.3418
C: -0.8042 5.2948 0.7167
H: -1.6232 4.6609 0.4403
H: -0.5657 5.3322 1.7536
O: 0.0978 4.8694 -0.0200
C: 0.0717 4.4408 -1.1268
O: -0.9605 4.4651 -1.5636
C: 1.3274 3.7780 -1.9015
C: 1.2449 2.3248 -1.7497
C: 0.5750 1.4157 -2.4731
S: 0.8543 -0.1461 -2.0378
C: 1.6471 0.4798 -0.7268
N: 1.6187 1.6690 -0.5544
N: 2.2169 -0.3998 0.4280
C: 2.1351 -1.7175 0.5565
O: 2.8258 -2.0494 1.7544
C: 1.5294 -2.6468 -0.2676
O: 0.2512 -2.3941 -0.4948
C: -0.5271 -3.3039 0.1809
C: -0.6879 -4.4998 0.0787
C: -1.6809 -5.2054 0.7948
C: -2.0501 -4.5096 2.0049
C: -1.8898 -3.2852 2.1595
C: -1.0411 -2.4664 1.4512
C: -0.9674 -1.1221 1.3165
H: -0.0544 -1.0272 2.2009
H: -1.9515 -0.6392 2.2628
H: -0.7309 -0.6006 0.5607
H: -2.4540 -2.6978 3.1143
H: -2.8592 -5.2142 2.6969
H: -1.7466 -6.3228 0.5766
C: -0.2697 -5.1859 -1.2623
H: 0.0975 -4.5178 -1.9480
H: 0.6291 -5.6830 -0.8337
H: -0.9082 -5.9110 -1.5391
H: 2.2879 -2.4956 -1.4546
H: 1.7626 -3.7100 -0.2454
H: 2.7378 0.2143 1.3726
H: 0.1432 1.7066 -3.4137
H: 1.6192 4.1509 -2.8550
H: 2.2681 4.0754 -1.0396
H: 0.0713 7.6303 0.5491
H: -1.8551 7.4087 0.8866
H: -1.3989 6.9916 -0.6911

***

No. 5
DFT (wB97M-V/def2-TZVPD) results for an isolated molecule of C17H20N2S in a non-equilibrium geometry.

Results
Net charge: 0
Multiplicity: 1
HOMO energy in hartree: -0.281
LUMO energy in eV: -0.5
Calculated total energy in Eh: -1167.43322
SMILES string: Cc1cc(C(=S)c2cc(C)c(C)c(N)c2)cc(N)c1C

Cartesian coordinates (Å):
C: 2.8176 2.4255 0.0958
C: 1.3897 2.2777 0.5884
C: 0.4806 1.4334 -0.0439
C: -0.9068 1.5015 0.0109
C: -1.7435 0.5406 -0.7600
S: -3.3828 0.8231 -0.9086
C: -1.2854 -0.8467 -0.8391
C: -0.9667 -1.3100 -2.0852
C: -0.5049 -2.6142 -2.2375
C: -0.4908 -3.1150 -3.6508
C: -0.3532 -3.3698 -1.0519
C: 0.0718 -4.7525 -1.1724
C: -0.5711 -2.8130 0.2383
N: -0.1505 -3.3849 1.3993
C: -1.0781 -1.5666 0.3125
C: -1.4135 2.5535 0.8597
C: -0.5519 3.2181 1.7133
N: -1.1395 4.0503 2.6850
C: 0.8136 3.1608 1.5594
C: 1.6144 3.9665 2.5850
H: 2.9665 3.5113 -0.2407
H: 3.1155 1.8328 -0.7458
H: 3.5178 2.2307 0.9715
H: 0.7764 0.6627 -0.8117
H: -1.1613 -0.6911 -2.9289
H: 0.4719 -3.7335 -3.9586
H: -1.3134 -3.7583 -3.9391
H: -0.4762 -2.2519 -4.3729
H: -0.0804 -5.3294 -0.2865
H: -0.6203 -5.2182 -1.9388
H: 1.1961 -4.8824 -1.4214
H: -0.2178 -2.9285 2.3072
H: 0.2622 -4.3417 1.4869
H: -1.1894 -0.9825 1.2301
H: -2.5097 2.5279 1.0502
H: -2.0926 3.9465 2.8690
H: -0.6333 4.9010 3.0447
H: 2.6664 3.8893 2.3072
H: 1.4061 3.3955 3.4414
H: 1.2664 5.0415 2.6380

***

No. 6
DFT (wB97M-V/def2-TZVPD) results for a structure of composition C17H20N3O9P2Rb.

Results
Net charge: -2
Multiplicity: 1
HOMO energy in hartree: -0.060
LUMO energy in eV: 3.9
Calculated total energy in Eh: -2208.39060

Cartesian coordinates (Å):
Rb: -0.0821 0.4567 -1.8522
C: 0.8701 -2.9128 5.6743
O: 0.2063 -1.6729 5.8454
C: 0.7343 -0.6535 5.0640
C: 1.2177 0.4625 5.7093
C: 1.7076 1.5462 4.9815
C: 1.7314 1.4738 3.5999
C: 1.2654 0.3444 2.9157
C: 1.3450 0.1682 1.4572
N: 1.6277 0.9603 0.4834
N: 1.9926 2.2635 0.7598
C: 1.9021 3.0373 -0.3078
O: 1.4315 2.7822 -1.4488
C: 2.4413 4.4379 -0.0770
C: 3.0601 4.8167 1.1137
C: 3.5470 6.1046 1.2804
C: 3.4250 7.0401 0.2586
C: 2.8115 6.6712 -0.9306
C: 2.3253 5.3801 -1.0941
C: 0.6974 -0.7541 3.6432
O: 0.1662 -1.7984 3.0818
H: 0.3458 -3.6395 6.2969
H: 0.8436 -3.2273 4.6308
H: 1.9123 -2.8386 6.0116
H: 1.1870 0.4758 6.7941
H: 2.0688 2.4311 5.4920
H: 2.1137 2.2894 3.0060
H: 1.1338 -0.8444 1.1259
H: 3.1479 4.0782 1.8986
H: 4.0241 6.3825 2.2138
H: 3.8040 8.0476 0.3907
H: 2.7096 7.3937 -1.7332
H: 1.8433 5.0655 -2.0107
N: -1.6134 -1.2087 1.3564
C: -2.3050 -2.0954 0.3568
C: -3.0368 -3.1931 1.1159
P: -3.5085 -0.8971 -0.4427
O: -4.0646 -1.7311 -1.6993
O: -4.6038 -0.6577 0.5366
O: -2.6151 0.2323 -0.8780
P: -1.0567 -2.7404 -0.8742
O: -1.0144 -4.3519 -0.5892
O: -1.6204 -2.5965 -2.2675
O: 0.2614 -2.1403 -0.5431
H: -1.2294 -0.4055 0.8563
H: -0.7948 -1.5974 2.0082
H: -2.3376 -0.8271 1.9682
H: -3.7664 -2.7419 1.7911
H: -2.3429 -3.8242 1.6733
H: -3.5839 -3.8184 0.4103
H: -3.2625 -2.0532 -2.1822
H: -1.4830 -4.7657 -1.3215

***

No. 7
DFT (wB97M-V/def2-TZVPD) results for an isolated molecule of C17H20N6O3S2.

Results
Net charge: 0
Multiplicity: 1
HOMO energy in hartree: -0.306
LUMO energy in eV: -0.1
Calculated total energy in Eh: -2010.57133
SMILES string: Cc1csc(NC(=O)CSc2nc(C(C)C)nc3c2c(=O)n(C)c(=O)n3C)n1

Cartesian coordinates (Å):
C: 1.6512 3.4119 4.0788
C: 2.2282 2.3940 3.1567
C: 3.0717 1.3836 3.4922
S: 3.4996 0.4316 2.1116
C: 2.4864 1.4955 1.1762
N: 2.3314 1.3092 -0.1734
C: 2.8027 0.1903 -0.7998
O: 3.5384 -0.5953 -0.2462
C: 2.4563 0.0906 -2.2691
S: 0.7418 0.5790 -2.6864
C: -0.0732 -0.2853 -1.4272
N: 0.6502 -0.9201 -0.5177
C: 0.0203 -1.5450 0.4683
C: 0.8783 -2.2067 1.5012
C: 0.5481 -1.6309 2.8789
C: 0.6380 -3.7169 1.4741
N: -1.2956 -1.6193 0.6085
C: -2.0397 -0.9992 -0.3026
C: -1.4713 -0.2824 -1.3622
C: -2.2791 0.4194 -2.3306
O: -1.8044 1.0703 -3.2425
N: -3.6411 0.2860 -2.1265
C: -4.5485 0.9442 -3.0514
C: -4.2379 -0.4266 -1.1002
O: -5.4399 -0.4911 -0.9994
N: -3.3945 -1.0562 -0.1970
C: -3.9787 -1.8021 0.9000
N: 1.9056 2.4403 1.8312
H: 1.9870 3.2338 5.0962
H: 0.5641 3.3710 4.0439
H: 1.9576 4.4085 3.7666
H: 3.4606 1.1444 4.4603
H: 1.7100 1.9487 -0.6513
H: 2.6232 -0.9344 -2.5967
H: 3.0939 0.7623 -2.8454
H: 1.9205 -1.9953 1.2480
H: -0.4897 -1.8374 3.1278
H: 1.1916 -2.0811 3.6300
H: 0.7020 -0.5542 2.8935
H: -0.4080 -3.9302 1.6802
H: 0.8957 -4.1266 0.5003
H: 1.2540 -4.2006 2.2273
H: -5.1756 1.6531 -2.5118
H: -5.1896 0.2038 -3.5287
H: -3.9427 1.4591 -3.7933
H: -3.6613 -2.8425 0.8444
H: -5.0605 -1.7303 0.8148
H: -3.6424 -1.3818 1.8468

***

No. 8
DFT (wB97M-V/def2-TZVPD) results for a structure of composition C17H21BrCl2O4W in a non-equilibrium geometry.

Results
Net charge: -2
Multiplicity: 3
HOMO energy (spin up / spin down) in hartree: 0.018 / -0.047
LUMO energy (spin up / spin down) in eV: 4.6 / 4.6
Calculated total energy in Eh: -4522.96082
Expectation value of S²: 2.010

Cartesian coordinates (Å):
C: 0.1499 -1.6924 -2.4968
C: 1.0199 -0.5481 -2.5698
C: 0.2065 0.6334 -2.4918
C: 2.4688 -0.5901 -2.8901
C: -1.1721 0.2080 -2.4842
C: -1.2048 -1.2193 -2.4545
C: -2.4355 -2.0536 -2.4982
C: 0.5630 -3.1173 -2.6151
C: 0.6619 2.0419 -2.5431
C: -2.3567 1.0941 -2.6231
W: 0.0078 -0.5311 -0.4907
Cl: 3.0729 1.5101 -0.4785
Cl: 1.9965 -1.6559 0.0509
O: -1.4054 0.7467 -0.0426
H: 2.8867 -1.5883 -2.7431
H: 3.0054 0.1239 -2.2371
H: 2.6526 -0.2880 -3.9289
H: 1.6106 2.1419 -1.9768
H: -0.0736 2.7115 -2.0844
H: 0.8603 2.3304 -3.5816
H: -2.1833 2.0725 -2.1596
H: -3.2492 0.6377 -2.1804
H: -2.5694 1.2599 -3.6891
H: -3.2524 -1.5636 -1.9545
H: -2.2536 -3.0422 -2.0653
H: -2.7705 -2.1989 -3.5346
H: 1.5402 -3.2706 -2.1473
H: 0.6330 -3.4194 -3.6691
H: -0.1771 -3.7614 -2.1296
H: -1.2255 1.4093 0.6484
O: -1.0063 -2.0142 0.1581
H: -0.9774 -1.9125 1.1715
Br: -0.1334 3.1894 2.4684
C: 0.2007 2.1098 3.9923
C: 0.2976 2.7129 5.2638
C: 0.4798 1.9178 6.4069
C: 0.6326 0.5355 6.2644
C: 0.5478 -0.0638 5.0137
C: 0.3275 0.7104 3.8709
C: 0.1991 0.0060 2.5393
O: -0.5248 -1.0331 2.5493
O: 0.7913 0.5218 1.5365
H: 0.1963 3.7899 5.3730
H: 0.5110 2.3742 7.4010
H: 0.7859 -0.0824 7.1443
H: 0.6653 -1.1428 4.9074

***

No. 9
DFT (wB97M-V/def2-TZVPD) results for an isolated molecule of C17H21BrN2OS.

Results
Net charge: 0
Multiplicity: 1
HOMO energy in hartree: -0.276
LUMO energy in eV: 0.8
Calculated total energy in Eh: -3817.31628
SMILES string: CCOc1ccccc1N1CCN(Cc2ccc(Br)s2)CC1

Cartesian coordinates (Å):
C: 3.2054 -2.9031 -2.1306
C: 3.2429 -2.7540 -0.6169
O: 2.0361 -2.1372 -0.2229
C: 1.7717 -1.9718 1.1121
C: 2.6796 -2.2810 2.1100
C: 2.3453 -2.1455 3.4499
C: 1.0887 -1.6974 3.7931
C: 0.1798 -1.3621 2.8032
C: 0.4880 -1.4747 1.4493
N: -0.4384 -1.2141 0.4419
C: -1.8374 -1.0559 0.7604
C: -2.2138 0.3976 1.0755
N: -1.8541 1.2323 -0.0564
C: -2.2675 2.6116 0.1207
C: -2.1875 3.3496 -1.1745
C: -2.5836 2.9208 -2.4033
C: -2.3722 3.8692 -3.4277
C: -1.8144 5.0120 -2.9500
Br: -1.3670 6.5475 -3.9370
S: -1.5298 4.9512 -1.2419
C: -0.4296 1.1179 -0.3198
C: -0.0877 -0.3364 -0.6538
H: 4.1115 -3.3919 -2.4768
H: 3.1254 -1.9263 -2.6000
H: 2.3435 -3.4975 -2.4208
H: 4.1036 -2.1369 -0.3204
H: 3.3375 -3.7403 -0.1418
H: 3.6601 -2.6512 1.8552
H: 3.0687 -2.4001 4.2091
H: 0.8078 -1.5945 4.8306
H: -0.7912 -1.0026 3.1048
H: -2.1113 -1.7142 1.5849
H: -2.4020 -1.3627 -0.1274
H: -3.2933 0.4676 1.2335
H: -1.7032 0.7326 1.9958
H: -1.6639 3.1383 0.8832
H: -3.3083 2.6067 0.4662
H: -3.0077 1.9478 -2.5675
H: -2.6212 3.7158 -4.4619
H: -0.1803 1.7571 -1.1695
H: 0.1669 1.4448 0.5527
H: 0.9706 -0.4272 -0.8807
H: -0.6675 -0.6421 -1.5306

***

No. 10
DFT (wB97M-V/def2-TZVPD) results for a cluster of 5 separate species, C17H21Cl4F2NO in total in a non-equilibrium geometry.

Results
Net charge: +1
Multiplicity: 2
HOMO energy (spin up / spin down) in hartree: -0.438 / -0.433
LUMO energy (spin up / spin down) in eV: -3.5 / -9.2
Calculated total energy in Eh: -2830.49892
Expectation value of S²: 0.761

Cartesian coordinates (Å):
C: 3.9923 23.2138 10.3599
C: 4.6443 22.2188 9.3514
O: 5.8766 22.1334 9.1740
N: 3.7459 21.2985 8.9093
C: 4.2104 20.0521 8.2313
H: 3.6830 24.1512 9.8976
H: 4.6585 23.3921 11.2041
H: 3.0624 22.7829 10.7309
H: 2.7788 21.3887 9.1863
H: 5.0905 20.2755 7.6284
H: 3.3551 19.6472 7.6902
H: 4.5762 19.2564 8.8803
C: 0.4861 22.6079 1.6948
Cl: -0.4413 22.8511 0.2032
Cl: 0.7596 20.9574 1.9883
H: 1.4543 23.0965 1.5853
H: -0.1514 22.9505 2.5098
C: 7.1099 20.3432 3.3664
Cl: 6.3962 19.2770 4.6732
Cl: 7.3332 21.8655 4.1811
H: 8.0887 19.9353 3.1141
H: 6.4851 20.5144 2.4899
F: 3.7082 25.2620 3.1397
C: 3.4755 24.0372 3.7181
C: 3.9559 22.8882 3.1137
C: 3.8048 21.6697 3.7133
C: 3.1257 21.6203 4.9676
C: 2.7734 22.8067 5.6506
C: 2.9429 23.9782 4.9936
H: 4.3625 22.9976 2.1192
H: 4.2183 20.8015 3.2217
H: 3.0303 20.6481 5.4281
H: 2.4050 22.8039 6.6658
H: 2.6083 24.8267 5.5722
F: -1.0505 18.3745 9.8136
C: -0.8928 18.6971 8.4651
C: 0.3895 18.6694 7.9739
C: 0.6394 18.9683 6.6386
C: -0.4432 19.2727 5.8021
C: -1.7171 19.3739 6.3691
C: -1.9837 19.0508 7.7055
H: 1.2505 18.5078 8.6056
H: 1.5940 19.0000 6.1345
H: -0.3173 19.4993 4.7537
H: -2.5426 19.5645 5.6992
H: -2.9742 19.1344 8.1276